A cluster of 2 separate species, C19H23Br2F7N5O5PS2 in total at a distorted geometry, computed with ωB97M-V/def2-TZVPD.

Atoms and positions in Å:
C: -0.05 5.41 3.62
C: 0.82 6.46 2.94
Br: 1.63 7.75 4.13
C: 1.06 6.52 1.64
Br: 2.23 7.88 0.92
C: 0.44 5.54 0.68
C: -0.40 5.92 -0.29
N: -0.67 7.32 -0.44
C: -1.85 7.58 -0.36
S: -3.30 8.04 -0.75
C: -0.96 4.85 -1.21
O: -1.71 5.17 -2.07
C: -0.54 3.38 -1.07
N: -1.07 2.49 -1.98
C: 0.32 3.00 -0.09
S: 0.91 1.34 0.16
O: 0.38 0.92 1.44
O: 0.47 0.39 -0.84
C: 2.76 1.20 0.31
F: 3.08 -0.06 -0.02
F: 3.11 1.33 1.59
C: 3.61 2.19 -0.55
F: 4.88 1.71 -0.51
F: 3.67 3.43 -0.06
C: 3.23 2.27 -2.08
F: 2.74 1.16 -2.57
F: 2.45 3.32 -2.34
F: 4.37 2.52 -2.75
C: 0.80 4.08 0.87
O: 1.47 3.71 1.78
H: 0.60 4.58 3.95
H: -0.57 5.83 4.49
H: -0.80 5.01 2.91
H: -1.87 2.90 -2.47
H: -1.46 1.71 -1.46
O: -3.20 -4.40 0.10
P: -1.77 -4.93 0.16
N: -1.00 -3.38 0.18
C: -1.19 -2.44 -0.92
C: -1.20 -2.68 1.44
N: -1.77 -5.71 -1.36
C: -0.96 -5.34 -2.49
C: -3.04 -6.25 -1.82
N: -0.18 -5.71 0.45
C: -0.27 -6.70 1.54
C: 1.09 -5.01 0.55
H: -0.62 -1.53 -0.74
H: -2.24 -2.17 -1.07
H: -0.79 -2.83 -1.85
H: -0.99 -3.35 2.28
H: -2.23 -2.32 1.55
H: -0.52 -1.83 1.53
H: -1.42 -4.54 -3.08
H: -0.82 -6.20 -3.16
H: 0.05 -5.03 -2.21
H: -3.67 -5.48 -2.27
H: -3.59 -6.70 -0.99
H: -2.88 -7.04 -2.56
H: -0.36 -6.22 2.52
H: 0.60 -7.36 1.54
H: -1.15 -7.34 1.39
H: 1.18 -4.41 1.46
H: 1.27 -4.37 -0.31
H: 1.90 -5.75 0.55

Output
HOMO: -0.294 Eh
Calculated total energy: -227824.7856 eV
E_LUMO: -2.3 eV